Below is a molecular structure, C2H13Ag2FO7 in a non-equilibrium geometry, with properties calculated with wB97M-V/def2-TZVPD.

Properties
HOMO-LUMO gap (spin up / spin down) ... 5.25 / 3.46 eV
E ... -27307.0715 eV

Geometry as ORCA input:
```
! RIJCOSX wB97M-V def2-TZVPD def2/J DEFGRID3
* xyz 2 3
H 2.774 32.648 8.329
H -1.432 34.469 8.779
H 3.542 32.718 9.632
H 1.855 33.040 4.786
H -4.500 24.496 9.801
O 1.958 33.816 5.337
Ag 0.275 29.601 10.095
H -1.428 34.745 10.268
C -3.888 26.111 8.379
F -1.220 31.314 7.057
H -5.749 25.565 9.349
O -5.288 31.593 6.453
C -4.828 25.123 8.971
O -3.336 26.990 9.106
H -5.039 31.528 9.806
O -5.186 31.620 10.747
H -5.406 32.304 5.823
H 1.092 33.954 5.721
O -3.534 25.953 7.176
H -4.412 31.253 6.268
Ag -0.727 28.484 4.898
H -5.143 24.300 8.330
O -1.374 35.181 9.417
O 2.751 32.350 9.238
H -4.311 31.575 11.133
*
```

Okay, here come the Löwdin numbers, in e, for every atom: 0.023, 0.007, 0.049, 0.021, 0.107, -0.035, 0.979, 0.029, -0.625, 0.010, 0.107, -0.039, 0.023, 0.092, 0.016, -0.036, 0.044, 0.023, 0.206, 0.000, 0.986, 0.100, -0.036, -0.068, 0.016